Below is one molecule with the formula C3H7N5 in a non-equilibrium geometry, with properties calculated with wB97M-V/def2-TZVPD.

- Relative energy (zero: lowest compared OMol25 entry of this formula, charge and spin): 350.6 kJ/mol
- Energy: -392.16552 a.u.
- HOMO: -0.35353 Eh

Bonds (Å) are listed after each position.
Positions of all 15 atoms, in Å:
1 H -0.386 2.870 2.323  N2 1.221
2 N 0.699 2.785 1.770  H1 1.221, C3 1.297
3 C 1.037 2.014 0.783  N2 1.297, N4 1.393, H11 1.336
4 N 0.255 1.018 0.201  C3 1.393, C5 1.444, H12 1.117
5 C -0.655 0.129 0.882  N4 1.444, N6 1.250, H13 1.281
6 N -1.079 -0.941 0.395  C5 1.250, C7 1.395
7 C -0.527 -1.602 -0.703  N6 1.395, N8 1.497, N9 1.249
8 N 0.124 -0.928 -1.870  C7 1.497, H14 1.028, H15 1.030
9 N -0.379 -2.837 -0.812  C7 1.249, H10 0.986
10 H -0.755 -3.084 0.066  N9 0.986
11 H 2.279 1.866 0.313  C3 1.336
12 H 0.719 0.383 -0.592  N4 1.117
13 H -0.871 0.426 2.110  C5 1.281
14 H -0.550 -0.344 -2.383  N8 1.028
15 H 0.089 -1.755 -2.483  N8 1.030